1.
The following is a DFT calculation (wB97M-V/def2-TZVPD) of a molecular structure, C3H6N2OS.

The HOMO-LUMO gap comes out at 8.45 eV. The value obtained for the calculated total energy is -700.666044 hartree.

Structure (XYZ):
```
13
C3H6N2OS (wB97M-V/def2-TZVPD)
C 2.4131 -0.8772 0.3680
C 0.4033 0.2334 -0.0188
C -1.6908 -1.2176 -0.0878
H 3.4312 -0.7416 0.7281
H 2.6598 -1.7938 -0.6192
H 1.5838 -1.4122 1.1659
H 0.2016 -2.0497 -0.7206
H -1.9160 -2.3838 -0.1621
H -2.5532 0.6290 0.3405
N -0.2386 -1.0087 0.0512
N -2.6855 -0.4288 0.0550
O 1.7059 0.2018 -0.5016
S -0.2087 1.7105 0.0605
```

Here are the natural (NBO) charges for atoms 1 to 5, given in e: -0.313 0.313 0.263 0.220 0.164

***

2.
The following is a DFT calculation (wB97M-V/def2-TZVPD) of a gas-phase ion, C5H11N2O (charge +1).

Its total charge is +1. The HOMO-LUMO gap comes out at 10.42 eV. The SMILES is [H]/N=[N+]1\OCCC1(C)C. The value obtained for the calculated total energy is -381.450926 hartree.

Structure (XYZ):
```
19
C5H11N2O (wB97M-V/def2-TZVPD)
H 2.7764 1.8290 0.3718
N 2.1518 1.3163 -0.2979
N 1.2755 0.6969 0.2064
O 1.3093 0.5146 1.8132
C 0.1750 -0.2422 2.1057
C -0.2543 -0.9457 0.8090
C 0.1364 0.0177 -0.3055
C -1.0045 1.2085 -0.3703
C 0.5507 -0.7669 -1.5275
H -0.5799 0.3478 2.5771
H 0.5674 -1.0396 2.7405
H 0.4477 -1.6642 0.6479
H -1.2311 -1.3292 0.7114
H -1.7767 0.5991 -0.5060
H -0.8013 1.9111 -1.2271
H -1.1925 1.7163 0.5026
H 1.6193 -1.2739 -1.3921
H 0.7055 -0.0226 -2.3340
H -0.2700 -1.5810 -1.6142
```

Here are the natural (NBO) charges for atoms 1 to 5, given in e: 0.418 -0.148 0.302 -0.330 -0.100

***

3.
The following is a DFT calculation (wB97M-V/def2-TZVPD) of a molecular structure, C25H51AlO19.

Its total charge is +2. The HOMO-LUMO gap comes out at 2.54 eV. The value obtained for the calculated total energy is -2654.403152 hartree.

Structure (XYZ):
```
96
C25H51AlO19 (wB97M-V/def2-TZVPD)
Al 19.7883 45.1013 -8.7402
C 18.5505 46.8926 -12.3574
O 19.0930 46.2219 -11.4412
H 17.4507 47.0869 -12.0734
H 19.0614 47.8222 -12.6396
H 18.4659 46.2520 -13.3236
C 15.7109 47.6082 -10.6269
C 14.8380 46.9718 -9.5515
O 15.1670 47.3050 -8.2123
C 16.2986 46.9167 -7.6641
O 17.2406 46.4198 -8.2607
O 16.2748 47.2417 -6.3925
C 17.4254 46.9653 -5.5938
H 15.3503 47.3103 -11.6170
H 16.7436 47.2764 -10.4855
H 15.6095 48.6931 -10.5909
H 14.7292 45.8960 -9.7298
H 13.8238 47.3460 -9.6996
H 17.5126 45.8860 -5.4328
H 17.2280 47.4378 -4.6413
H 18.3629 47.2700 -6.0542
C 21.1541 43.1637 -18.5447
C 22.2700 44.1609 -18.5334
O 22.6070 44.5834 -17.2050
C 21.9605 45.5948 -16.6817
O 21.0960 46.2489 -17.2035
O 22.4118 45.7718 -15.4367
C 21.7392 46.7261 -14.6440
H 21.4753 42.1710 -18.2428
H 20.6937 43.1468 -19.5329
H 20.3409 43.4592 -17.8779
H 22.1442 44.9921 -19.2253
H 23.1862 43.6812 -18.8798
H 22.3573 46.8980 -13.7671
H 20.8174 46.2668 -14.2424
H 21.4825 47.6171 -15.2109
C 11.8153 50.7226 -15.1701
C 11.6398 49.3456 -14.5707
O 12.6073 48.4170 -15.0767
C 13.8088 48.4740 -14.5666
O 14.1895 49.2036 -13.6870
O 14.5889 47.6086 -15.2309
C 15.8777 47.4704 -14.6703
H 11.0384 51.4314 -14.8897
H 11.5975 50.6498 -16.2485
H 12.8406 51.0810 -15.1276
H 10.6649 48.9332 -14.8153
H 11.6880 49.3865 -13.4801
H 16.0829 46.4583 -14.3222
H 16.1333 48.2488 -13.9573
H 16.5568 47.6012 -15.5248
C 12.5336 52.3670 -11.0706
C 13.7931 53.1747 -10.7981
O 14.7994 52.9100 -11.7856
C 15.4918 51.8164 -11.6325
O 15.4238 51.0460 -10.7035
O 16.2978 51.6806 -12.6818
C 17.1605 50.5694 -12.5940
H 12.3689 52.4153 -12.1496
H 11.6502 52.7163 -10.5480
H 12.7300 51.3234 -10.8136
H 14.1891 53.0259 -9.7949
H 13.5689 54.2331 -10.9242
H 17.7624 50.5787 -13.5031
H 16.5772 49.6454 -12.5725
H 17.8408 50.5845 -11.7399
C 16.6991 40.1817 -14.8161
C 16.3988 41.0797 -16.0001
O 17.4241 41.9968 -16.3210
C 17.3501 43.2061 -15.8306
O 16.5881 43.5975 -14.9779
O 18.3273 43.9508 -16.3672
C 18.3109 45.3019 -16.0234
H 17.0856 40.7501 -13.9719
H 17.3986 39.3916 -15.0884
H 15.7697 39.6786 -14.5505
H 15.4618 41.6166 -15.8138
H 16.0878 40.4675 -16.8483
H 18.8031 45.8672 -16.8071
H 18.7464 45.4310 -15.0110
H 17.3046 45.7108 -15.9404
C 15.9022 44.0963 -12.1145
C 16.1073 42.7354 -11.5206
O 15.5514 42.6940 -10.1924
C 16.3052 43.0601 -9.1892
O 17.4812 43.3690 -9.2315
O 15.6090 42.9128 -8.0858
C 16.2439 43.2088 -6.8454
H 14.8521 44.3825 -12.1510
H 16.2761 44.0642 -13.1431
H 16.4883 44.8741 -11.6222
H 17.1736 42.5135 -11.4554
H 15.6231 41.9468 -12.0841
H 17.0692 42.5174 -6.6461
H 15.4748 43.1566 -6.0864
H 16.7424 44.1843 -6.8231
```

Here are the Löwdin charges for atoms 1 to 5, given in e: 1.112 -0.132 0.043 0.161 0.128